Entry 1:
{"formula": "C5H8O", "method": "the ωB97M-V functional and the def2-TZVPD basis", "elements": ["C", "C", "C", "C", "O", "C", "H", "H", "H", "H", "H", "H", "H", "H"], "positions_angstrom": [[0.60, -1.20, -0.98], [0.62, -2.06, -2.00], [-0.59, 0.83, 1.85], [-1.15, 1.30, 0.53], [0.18, 1.85, 0.22], [0.57, 1.36, 1.45], [0.36, -1.52, 0.03], [0.82, -0.15, -1.11], [0.87, -1.74, -3.01], [0.40, -3.12, -1.86], [-1.42, 0.54, -0.20], [-1.89, 2.11, 0.56], [1.59, 1.50, 1.80], [-0.96, 0.30, 2.71]], "homo_lumo_gap_ev": 10.2}

---

Entry 2:
{"formula": "C5H8O", "method": "the ωB97M-V functional and the def2-TZVPD basis", "elements": ["C", "C", "C", "C", "O", "C", "H", "H", "H", "H", "H", "H", "H", "H"], "positions_angstrom": [[0.51, -1.23, 1.74], [1.80, -0.93, 1.82], [-1.68, 0.30, -1.31], [-0.26, 0.32, -1.88], [-0.01, 1.60, -1.13], [-1.22, 1.36, -0.60], [0.16, -2.17, 1.33], [-0.26, -0.54, 2.09], [2.15, 0.01, 2.24], [2.57, -1.62, 1.48], [0.44, -0.36, -1.38], [-0.06, 0.34, -2.95], [-1.65, 1.89, 0.23], [-2.49, 1.03, -1.68]], "homo_lumo_gap_ev": 9.8}

---

Entry 3:
{"formula": "C5H8O", "method": "the ωB97M-V functional and the def2-TZVPD basis", "elements": ["C", "C", "C", "C", "C", "H", "H", "H", "H", "H", "H", "O", "H", "H"], "positions_angstrom": [[1.18, -0.43, -0.74], [0.11, 0.57, -1.22], [-0.75, 0.04, -0.06], [0.21, -0.79, 0.40], [-1.16, -1.36, 0.26], [2.15, -0.04, -0.42], [1.34, -1.28, -1.42], [0.36, 1.63, -1.10], [-0.31, 0.39, -2.21], [-1.72, -1.49, 1.19], [-1.42, -2.10, -0.51], [0.12, 1.99, 2.06], [-0.76, 1.68, 1.80], [0.66, 1.20, 1.98]], "homo_lumo_gap_ev": 9.3}

---

Entry 4:
{"formula": "C5H8O", "method": "the ωB97M-V functional and the def2-TZVPD basis", "elements": ["C", "C", "C", "O", "H", "H", "H", "H", "C", "C", "H", "H", "H", "H"], "positions_angstrom": [[0.52, 1.75, 1.13], [1.11, 0.96, 0.23], [1.60, -0.37, 0.61], [2.09, -1.16, -0.17], [0.41, 1.42, 2.17], [0.13, 2.73, 0.88], [1.22, 1.25, -0.82], [1.49, -0.63, 1.68], [-1.77, -1.26, -0.45], [-1.09, -0.73, -1.46], [-1.34, -2.04, 0.18], [-2.79, -0.95, -0.22], [-0.06, -1.02, -1.67], [-1.51, 0.06, -2.08]], "homo_lumo_gap_ev": 10.2}

---

Entry 5:
{"formula": "C5H8O", "method": "the ωB97M-V functional and the def2-TZVPD basis", "elements": ["O", "C", "C", "C", "C", "C", "H", "H", "H", "H", "H", "H", "H", "H"], "positions_angstrom": [[-0.01, -1.35, 1.32], [-0.35, -0.60, 2.33], [-0.99, 0.44, -0.27], [-0.07, -0.75, 0.00], [0.10, 0.96, -1.23], [1.13, 0.08, -0.47], [-0.21, -1.31, 3.19], [-1.99, 0.23, -0.66], [-1.05, 1.06, 0.63], [-0.27, -1.60, -0.66], [-0.05, 0.60, -2.26], [0.28, 2.04, -1.26], [1.92, -0.42, -1.03], [1.56, 0.63, 0.37]], "homo_lumo_gap_ev": 9.4}

---

Entry 6:
{"formula": "C5H8O", "method": "the ωB97M-V functional and the def2-TZVPD basis", "elements": ["O", "C", "C", "C", "C", "C", "H", "H", "H", "H", "H", "H", "H", "H"], "positions_angstrom": [[-1.67, 0.98, 0.35], [-0.76, 0.08, -0.20], [-0.22, -1.71, 0.78], [0.39, 0.71, -1.01], [1.46, -0.03, -0.19], [0.40, -0.43, 0.84], [-2.55, 0.59, 0.34], [-1.25, -0.73, -0.75], [-1.03, -1.68, 1.53], [0.39, 1.79, -0.83], [0.36, 0.53, -2.09], [1.87, -0.91, -0.69], [2.28, 0.59, 0.19], [0.33, 0.23, 1.72]], "homo_lumo_gap_ev": 9.1}

---

Entry 7:
{"formula": "C5H8O", "method": "the ωB97M-V functional and the def2-TZVPD basis", "elements": ["C", "C", "C", "C", "C", "O", "H", "H", "H", "H", "H", "H", "H", "H"], "positions_angstrom": [[0.73, 1.75, -0.07], [-0.06, 0.50, 0.21], [0.11, -0.83, 0.98], [-0.54, -1.57, -0.23], [-0.51, -0.20, -0.97], [-1.41, 0.61, -0.23], [0.79, 1.73, -1.21], [1.70, 1.76, 0.44], [0.17, 2.65, 0.18], [1.17, -1.10, 1.08], [-0.39, -0.90, 1.94], [0.05, -2.40, -0.64], [-1.55, -1.94, -0.01], [-0.09, 0.31, -1.88]], "homo_lumo_gap_ev": 10.7}

---

Entry 8:
{"formula": "C5H8O", "method": "the ωB97M-V functional and the def2-TZVPD basis", "elements": ["C", "C", "C", "C", "O", "C", "H", "H", "H", "H", "H", "H", "H", "H"], "positions_angstrom": [[-1.12, 0.79, -0.55], [-1.49, -0.17, 0.54], [-0.07, -0.05, 0.07], [0.74, -1.21, -0.45], [1.71, -1.01, 0.48], [1.16, 0.26, 0.92], [-1.41, 0.55, -1.57], [-1.12, 1.86, -0.33], [-1.72, 0.24, 1.52], [-2.03, -1.07, 0.27], [1.12, -1.24, -1.63], [1.39, -0.33, -1.80], [1.05, 0.31, 2.00], [1.78, 1.08, 0.53]], "homo_lumo_gap_ev": 9.0}

---

Sequential relative energy (zero: lowest compared OMol25 entry of this formula, charge and spin) output: 74.8 121.3 119.6 48.7 89.1 108.6 65.9 140.5 kcal/mol
Sequential DFT total energy output: -270.43865 -270.36458 -270.36729 -270.48025 -270.41591 -270.38486 -270.45280 -270.33396 Ha